3 unconnected molecules or ions with the total composition C9H23FNO7P at a distorted geometry, computed with ωB97M-V/def2-TZVPD.

Output
**HOMO-LUMO gap**: 8.4 eV
**Largest force on an atom**: 6.6 eV/Å
**SMILES**: N=P(O)(O)OC(=O)OF.CCOCC.CCOCC

Last column: natural (NBO) charge in e.
Atoms and positions in Å:
H: 2.5796 -5.1982 4.7617  0.204
H: 0.1571 2.7647 -3.7934  0.189
H: 2.2938 -3.3195 5.8570  0.155
H: -1.9565 2.9313 -8.3057  0.215
H: -2.1754 3.2532 -3.1265  0.221
O: 0.5885 -3.2651 4.6800  -0.540
H: 3.0483 -2.8186 3.4704  0.194
O: -0.2570 1.8811 -5.5658  -0.539
H: -0.3320 3.4385 -7.7980  0.213
H: -0.1708 -4.7229 3.4997  0.182
H: 0.7421 -0.1050 0.6739  0.503
C: 2.6573 -2.0478 4.1383  -0.648
H: 1.0535 -5.8683 5.3309  0.212
H: 1.3924 -1.8173 5.8471  0.194
N: 0.1228 0.7358 3.8916  -1.308
C: 1.7471 -2.6289 5.2059  -0.063
C: 0.8143 -4.3593 3.8029  -0.062
C: 1.5814 -5.5039 4.4439  -0.644
H: 1.3107 -4.0161 2.8895  0.159
F: -0.3913 2.5062 -1.5300  -0.098
C: -0.6190 2.8173 -4.5594  -0.066
C: -0.6123 2.8852 0.7291  0.917
H: -0.5873 3.8354 -4.9602  0.160
P: -0.3736 0.8510 2.3591  2.275
H: -2.2091 -0.3170 2.4293  0.516
H: -2.1074 1.3849 -6.3545  0.159
H: -0.7089 0.6097 4.5035  0.391
C: -1.9646 2.5262 -3.9143  -0.647
H: 1.6942 -6.3300 3.7371  0.213
O: -2.0662 0.6640 2.3931  -0.935
H: 2.1117 -1.3276 3.5263  0.229
H: -1.9707 1.5221 -3.4781  0.208
H: -0.7078 1.0261 -7.3450  0.187
C: -1.1374 1.7779 -6.6769  -0.064
O: 0.3154 -0.4624 1.4947  -0.920
H: -1.7357 3.8668 -6.8246  0.203
H: 3.5083 -1.5402 4.5986  0.214
C: -1.3019 3.0790 -7.4435  -0.644
O: 0.1142 3.2323 -0.4866  -0.151
H: -2.7806 2.5722 -4.6374  0.204
O: -1.8279 3.1031 0.7283  -0.465
O: 0.1605 2.3843 1.8084  -0.723